79
Properties=species:S:1:pos:R:3:mulliken_charge:R:1 method="wB97M-V/def2-TZVPD" s_squared=6.06 de_lowest_kj_mol=288.8 lumo_ev="-10.26 / -9.78" orbital_gap_ev="5.05 / 5.54" spin_multiplicity=5 energy_ha=-4155.67449 total_charge=+3
Mn -0.592 -0.084 0.196 0.8145
C 2.667 -3.077 0.383 -1.5456
C 1.558 -2.203 -0.104 1.0556
N 0.867 -1.439 0.674 0.4037
N 1.107 -1.439 2.035 -0.3971
C 0.013 -1.378 2.835 0.6814
N 0.173 -1.549 4.131 -0.3526
S -1.527 -1.094 2.151 -0.4126
C 1.226 -2.220 -1.553 0.9845
C 1.513 -3.303 -2.366 -0.7622
C 1.160 -3.291 -3.713 -0.6541
C 0.532 -2.181 -4.241 -0.9472
C 0.257 -1.105 -3.416 -0.5353
N 0.587 -1.157 -2.119 0.2434
H 2.559 -3.338 1.433 0.4818
H 3.617 -2.555 0.236 0.3930
H 2.724 -4.006 -0.173 0.3898
H 2.038 -1.639 2.374 0.2809
H 1.056 -1.803 4.551 0.2127
H -0.623 -1.474 4.748 0.2623
H 2.001 -4.175 -1.960 0.3112
H 1.383 -4.149 -4.332 0.4752
H 0.252 -2.124 -5.284 0.5123
H -0.189 -0.160 -3.707 0.7804
C 1.510 4.398 0.884 -1.0387
N 0.100 4.209 0.501 0.5766
C -0.349 4.957 -0.680 -0.7803
P -0.710 3.015 1.214 -0.0144
O -0.158 1.597 1.126 -0.1600
O -2.148 2.987 0.451 -0.0223
P -2.979 1.902 -0.406 -0.0619
O -2.122 0.633 -0.555 -0.9631
N -3.211 2.613 -1.831 0.8842
C -3.692 1.764 -2.932 -1.0944
C -3.480 4.037 -2.057 -1.1990
N -4.354 1.507 0.334 0.4220
C -4.582 0.333 1.172 -0.6521
C -5.427 2.511 0.425 -0.9680
N -0.886 3.410 2.772 0.2324
C -1.220 4.788 3.175 -1.0041
C -1.267 2.423 3.781 -0.6547
H 1.708 5.465 0.976 0.4705
H 2.179 3.969 0.137 0.2243
H 1.702 3.934 1.850 0.3931
H 0.333 5.794 -0.813 0.4681
H -1.336 5.372 -0.508 0.2359
H -0.353 4.359 -1.590 0.0509
H -3.430 0.722 -2.759 0.3173
H -3.208 2.094 -3.851 0.3621
H -4.775 1.850 -3.042 0.2792
H -3.299 4.616 -1.157 0.3870
H -4.521 4.171 -2.354 0.4122
H -2.835 4.400 -2.857 0.2369
H -3.876 -0.453 0.918 0.0574
H -5.582 -0.047 0.964 0.3785
H -4.515 0.578 2.233 0.2603
H -5.256 3.330 -0.271 0.2436
H -5.483 2.917 1.436 0.3583
H -6.377 2.040 0.173 0.3438
H -0.826 5.500 2.457 0.3097
H -0.762 4.979 4.144 0.3615
H -2.301 4.912 3.262 0.3232
H -0.964 1.430 3.466 -0.1470
H -2.347 2.437 3.952 0.3101
H -0.767 2.668 4.718 0.3912
O 0.350 -0.035 -1.430 -0.3054
S 0.337 2.496 -3.808 -0.1023
C 1.292 1.924 -5.261 -0.4385
C 2.746 2.281 -4.970 -0.7303
C 2.956 2.019 -3.482 -0.7153
C 1.815 2.734 -2.766 0.0374
H 0.909 2.411 -6.154 0.4819
H 1.180 0.845 -5.386 0.0658
H 2.916 3.337 -5.187 0.2805
H 3.425 1.702 -5.595 0.3934
H 3.925 2.374 -3.133 0.4252
H 2.904 0.942 -3.286 0.0634
H 2.027 3.800 -2.682 0.5870
H 1.628 2.331 -1.769 -0.2489

---

31
Properties=species:S:1:pos:R:3:nbo_charge:R:1 method="wB97M-V/def2-TZVPD" de_lowest_kj_mol=327.2 lumo_ev=3.34 orbital_gap_ev=8.22 energy_ha=-819.92758 total_charge=-1
O 0.688 1.061 -0.450 -0.9435
C -0.424 0.344 -0.567 0.3671
C -0.449 -0.645 -1.838 -0.1444
C 0.861 -0.857 -2.603 -0.0635
O 1.536 0.382 -2.756 -0.7734
N -0.876 -1.957 -1.282 -0.6515
C -0.498 -1.926 0.119 0.0765
O -0.643 -0.595 0.548 -0.6212
H -1.367 0.895 -0.618 0.1140
H -1.206 -0.337 -2.552 0.1875
H 1.443 -1.606 -2.056 0.1507
H 0.804 -1.228 -3.631 0.1666
H 1.593 0.778 -1.874 0.5029
H -1.877 -2.054 -1.427 0.3517
H 0.560 -2.215 0.143 0.1548
H -1.184 -2.578 0.656 0.1733
H -0.944 -1.849 3.014 0.4743
H -1.560 -0.458 3.351 0.4906
O -1.644 -1.404 3.501 -0.9636
H 2.074 0.108 2.254 0.4807
H 0.579 0.103 1.989 0.4886
O 1.224 0.290 2.691 -0.9925
H -0.713 3.089 2.609 0.4742
H -0.635 2.116 1.313 0.5014
O -1.090 2.346 2.137 -0.9795
H 3.480 0.457 0.087 0.4732
H 1.973 -0.120 0.240 0.5122
O 2.933 -0.278 0.363 -1.0105
H -0.877 2.627 -1.525 0.4903
H -1.952 2.657 -0.450 0.4700
O -1.809 2.853 -1.383 -0.9571

---

60
Properties=species:S:1:pos:R:3:nbo_charge:R:1 method="wB97M-V/def2-TZVPD" de_lowest_kj_mol=18.1 lumo_ev=-10.69 orbital_gap_ev=5.63 energy_ha=-4129.03541 total_charge=+3
Bi -0.376 -0.096 0.368 2.2676
C 2.188 1.018 2.106 -0.0984
C 3.054 0.293 1.079 -0.1066
O 2.250 -0.687 0.422 -0.6044
C 2.777 -1.120 -0.834 -0.0917
C 1.823 -2.080 -1.541 -0.0932
O 0.586 -1.392 -1.735 -0.6177
C -0.330 -1.920 -2.694 -0.1085
C -1.757 -1.510 -2.292 -0.0949
O -1.840 -0.216 -1.694 -0.6049
C -1.629 0.899 -2.572 -0.1045
C -0.257 1.553 -2.412 -0.1111
O -0.130 2.000 -1.058 -0.6181
C 1.140 2.565 -0.733 -0.1055
C 1.199 2.803 0.776 -0.1057
O 1.010 1.616 1.559 -0.6102
H 2.789 1.788 2.595 0.2418
H 1.822 0.325 2.867 0.2225
H 3.888 -0.191 1.601 0.2408
H 3.467 0.999 0.348 0.1972
H 3.740 -1.617 -0.671 0.2359
H 2.939 -0.256 -1.491 0.1910
H 1.662 -3.004 -0.974 0.2052
H 2.274 -2.331 -2.508 0.2364
H -0.285 -3.010 -2.745 0.2328
H -0.068 -1.525 -3.682 0.2099
H -2.165 -2.196 -1.544 0.2163
H -2.403 -1.531 -3.177 0.2399
H -2.416 1.623 -2.338 0.2282
H -1.751 0.576 -3.607 0.2382
H -0.194 2.407 -3.096 0.2425
H 0.546 0.844 -2.648 0.2072
H 1.264 3.524 -1.250 0.2459
H 1.937 1.889 -1.065 0.1914
H 0.398 3.489 1.071 0.2291
H 2.162 3.255 1.026 0.2409
Br 1.070 -7.027 3.049 0.2127
C 0.334 -5.317 2.745 -0.0530
C 0.960 -4.425 1.863 -0.1733
C 0.423 -3.177 1.657 -0.2058
C -0.765 -2.780 2.297 0.0285
C -1.390 -3.691 3.174 -0.1633
C -0.845 -4.931 3.397 -0.1991
N -1.257 -1.523 2.033 -0.5891
C -2.279 -0.983 2.627 0.1403
C -2.762 0.315 2.277 0.1083
C -3.868 0.867 2.937 -0.1527
C -4.321 2.126 2.583 -0.0786
C -3.656 2.818 1.573 -0.1860
C -2.572 2.219 0.955 0.0815
N -2.136 1.003 1.292 -0.6726
H 1.871 -4.717 1.362 0.2405
H 0.929 -2.472 1.016 0.1984
H -2.312 -3.430 3.666 0.2266
H -1.319 -5.616 4.082 0.2672
H -2.804 -1.501 3.421 0.2367
H -4.358 0.307 3.717 0.2647
H -5.174 2.568 3.076 0.2753
H -3.981 3.804 1.276 0.2734
H -2.030 2.715 0.164 0.2343